Molecular formula: C39H33Cl3LaN3OP2S2
Method: DFT, the ωB97M-V functional and the def2-TZVPD basis

Geometry (Å):
La (-1.038, -0.811, -0.907)
Cl (-6.245, 0.815, 4.984)
C (-5.004, 0.341, 3.950)
C (-4.493, 1.253, 3.006)
C (-3.442, 0.916, 2.153)
Cl (-2.712, 2.013, 1.048)
C (-2.972, -0.478, 2.170)
O (-2.122, -0.852, 1.263)
C (-3.535, -1.462, 3.093)
Cl (-3.276, -3.160, 2.962)
C (-4.495, -0.986, 3.968)
H (-4.888, 2.212, 2.877)
H (-4.933, -1.697, 4.646)
C (3.310, 1.549, -0.491)
N (1.994, 1.135, -0.099)
P (1.578, -0.136, 1.138)
C (3.024, -1.191, 1.290)
C (4.053, -0.842, 2.170)
C (5.047, -1.753, 2.442)
C (5.068, -2.988, 1.769)
C (4.098, -3.291, 0.772)
C (3.127, -2.345, 0.520)
C (1.342, 0.697, 2.744)
C (0.306, 0.338, 3.576)
C (0.092, 1.036, 4.764)
C (1.013, 2.005, 5.130)
C (2.121, 2.298, 4.358)
C (2.246, 1.739, 3.100)
P (0.678, 1.824, -1.073)
C (1.153, 3.497, -1.641)
C (0.819, 4.510, -0.718)
C (1.339, 5.794, -0.852)
C (2.128, 6.082, -1.926)
C (2.501, 5.121, -2.873)
C (2.021, 3.814, -2.741)
C (0.832, 0.643, -2.456)
C (1.489, -0.602, -2.415)
C (1.185, -1.590, -3.361)
C (0.295, -1.374, -4.381)
C (-0.193, -0.076, -4.565)
C (0.067, 0.980, -3.639)
H (3.496, 2.674, -0.269)
H (3.412, 1.447, -1.608)
H (4.121, 0.995, -0.072)
H (3.980, 0.079, 2.787)
H (5.782, -1.518, 3.226)
H (5.776, -3.779, 2.047)
H (4.132, -4.250, 0.278)
H (2.389, -2.507, -0.282)
H (-0.343, -0.521, 3.232)
H (-0.750, 0.782, 5.384)
H (0.855, 2.515, 6.082)
H (2.858, 2.933, 4.842)
H (3.054, 1.898, 2.376)
H (0.241, 4.274, 0.155)
H (1.193, 6.500, -0.015)
H (2.595, 7.030, -2.014)
H (3.188, 5.439, -3.716)
H (2.463, 3.091, -3.402)
H (2.233, -0.816, -1.675)
H (1.595, -2.607, -3.243)
H (-0.046, -2.194, -5.034)
H (-0.815, 0.105, -5.461)
H (-0.097, 2.057, -3.882)
C (-4.292, 1.366, -2.267)
C (-4.197, -0.102, -2.515)
N (-3.156, -0.853, -2.007)
C (-3.246, -2.176, -2.544)
C (-4.335, -2.381, -3.348)
S (-5.338, -0.998, -3.442)
C (-2.342, -3.305, -2.222)
C (-2.465, -4.583, -2.754)
S (-1.699, -5.792, -1.702)
C (-1.132, -4.504, -0.701)
N (-1.513, -3.287, -1.062)
C (-0.325, -4.694, 0.580)
H (-3.365, 1.650, -1.781)
H (-5.115, 1.528, -1.562)
H (-4.369, 1.913, -3.240)
H (-4.593, -3.353, -3.916)
H (-2.978, -4.766, -3.719)
H (-1.052, -4.573, 1.352)
H (0.557, -4.004, 0.641)
H (0.064, -5.691, 0.716)

Computed properties:
Total charge: +2
HOMO, hartree: -0.42641
Maximum force, eV Å⁻¹: 4.2

Let us look at the Mulliken charges, expressed in e, one per atom: La 1.636; Cl -0.188; C 0.089; C -0.696; C 0.626; Cl -0.088; C -0.864; O 0.057; C 0.510; Cl -0.221; C -0.459; H 0.549; H 0.478; C -1.055; N 0.337; P 0.598; C 0.341; C -0.422; C -0.725; C -0.496; C -1.032; C 0.147; C 1.132; C -0.659; C -0.574; C -0.459; C -0.848; C -0.722; P 0.686; C 0.680; C -0.496; C -0.702; C -0.427; C -0.619; C -0.441; C -0.424; C -0.716; C -0.223; C -0.630; C -0.605; C -0.652; H 0.211; H 0.353; H 0.460; H 0.254; H 0.430; H 0.372; H 0.474; H 0.223; H 0.119; H 0.507; H 0.388; H 0.417; H 0.507; H 0.356; H 0.369; H 0.416; H 0.347; H 0.384; H 0.724; H 0.493; H 0.432; H 0.417; H 0.476; C -0.787; C 0.303; N 0.200; C 0.355; C -0.555; S -0.090; C 0.460; C -0.766; S -0.086; C 0.144; N 0.065; C -0.794; H -0.077; H 0.337; H 0.392; H 0.216; H 0.409; H 0.181; H 0.068; H 0.475

---

Molecular formula: C33H61Cl2Cu2N4O
Method: DFT, the ωB97M-V functional and the def2-TZVPD basis

Geometry (Å):
C (-25.298, -25.752, -15.932)
N (-24.528, -26.295, -17.099)
C (-23.226, -26.535, -16.945)
C (-22.460, -26.916, -18.051)
C (-23.133, -27.331, -19.233)
C (-24.473, -26.944, -19.402)
C (-25.142, -26.523, -18.263)
C (-22.426, -28.124, -20.270)
C (-23.093, -28.606, -21.418)
C (-22.339, -29.184, -22.455)
N (-21.021, -29.412, -22.324)
C (-20.336, -28.947, -21.252)
C (-21.034, -28.352, -20.243)
C (-20.316, -30.077, -23.434)
H (-26.056, -26.490, -15.669)
H (-25.789, -24.808, -16.154)
H (-24.656, -25.665, -15.059)
H (-22.749, -26.405, -15.984)
H (-21.483, -27.276, -17.757)
H (-24.917, -26.961, -20.382)
H (-26.202, -26.311, -18.228)
H (-24.118, -28.349, -21.631)
H (-22.769, -29.599, -23.357)
H (-19.288, -29.210, -21.216)
H (-20.418, -27.924, -19.463)
H (-19.499, -30.611, -22.944)
H (-19.970, -29.371, -24.183)
H (-20.855, -30.946, -23.811)
Cu (-26.732, -27.344, -25.056)
Cu (-24.084, -26.674, -24.278)
C (-23.261, -33.943, -23.655)
C (-24.032, -33.434, -24.876)
C (-24.941, -32.248, -24.487)
C (-26.144, -32.691, -23.642)
N (-26.961, -31.464, -23.157)
C (-28.136, -32.093, -22.310)
C (-29.314, -32.248, -23.249)
C (-29.221, -30.942, -24.031)
C (-27.696, -30.777, -24.277)
C (-26.189, -30.597, -22.183)
H (-24.037, -34.376, -23.015)
H (-22.933, -33.042, -23.127)
H (-22.513, -34.731, -23.692)
H (-24.469, -34.309, -25.360)
H (-23.328, -33.087, -25.638)
H (-25.189, -31.758, -25.431)
H (-24.390, -31.478, -23.939)
H (-25.923, -33.182, -22.696)
H (-26.785, -33.382, -24.188)
H (-28.443, -31.416, -21.512)
H (-27.814, -33.012, -21.822)
H (-30.267, -32.155, -22.733)
H (-29.217, -33.107, -23.910)
H (-29.619, -30.149, -23.400)
H (-29.685, -31.038, -25.011)
H (-27.444, -29.698, -24.294)
H (-27.372, -31.111, -25.261)
H (-25.435, -29.983, -22.672)
H (-25.826, -31.219, -21.371)
H (-26.933, -29.859, -21.880)
C (-24.750, -23.477, -34.094)
C (-25.255, -24.762, -33.354)
C (-24.713, -24.715, -31.901)
C (-24.816, -26.134, -31.219)
N (-25.162, -26.040, -29.696)
C (-25.335, -27.484, -29.193)
C (-26.885, -27.696, -29.127)
C (-27.391, -26.349, -28.777)
C (-26.508, -25.380, -29.523)
C (-24.035, -25.350, -28.956)
H (-25.279, -23.440, -35.043)
H (-23.685, -23.583, -34.297)
H (-24.938, -22.595, -33.485)
H (-24.915, -25.688, -33.820)
H (-26.344, -24.795, -33.419)
H (-25.188, -23.910, -31.337)
H (-23.665, -24.434, -32.004)
H (-23.796, -26.495, -31.342)
H (-25.560, -26.804, -31.642)
H (-25.224, -27.464, -28.103)
H (-24.643, -28.207, -29.611)
H (-26.965, -28.448, -28.339)
H (-27.181, -28.176, -30.060)
H (-27.379, -26.085, -27.707)
H (-28.407, -26.175, -29.133)
H (-26.421, -24.388, -29.083)
H (-26.969, -25.188, -30.493)
H (-24.038, -24.314, -29.290)
H (-23.179, -25.859, -29.396)
H (-24.178, -25.393, -27.880)
C (-23.439, -28.936, -26.099)
O (-24.772, -28.819, -25.599)
H (-23.260, -29.116, -27.159)
H (-22.793, -28.099, -25.807)
H (-23.040, -29.727, -25.452)
Cl (-20.896, -27.751, -29.344)
C (-20.167, -27.167, -27.820)
C (-20.792, -25.831, -27.344)
Cl (-20.653, -24.572, -28.534)
H (-19.085, -27.044, -27.858)
H (-20.335, -28.029, -27.174)
H (-20.356, -25.388, -26.450)
H (-21.848, -26.079, -27.189)

Computed properties:
Total charge: +5
HOMO, hartree: -0.72621
Maximum force, eV Å⁻¹: 3.1

These are the Mulliken partial charges, in e, on atoms 1 to 99: C -0.823; N 0.008; C -0.190; C -0.707; C 0.977; C -0.670; C -0.385; C 1.103; C -0.301; C -0.126; N 0.205; C -0.610; C -0.801; C -0.864; H 0.403; H 0.364; H 0.293; H 0.405; H 0.307; H 0.566; H 0.499; H -0.181; H 0.597; H 0.441; H 0.390; H 0.365; H 0.359; H 0.302; Cu 0.510; Cu 0.607; C -1.034; C -0.756; C 0.545; C -1.108; N 0.376; C -0.547; C -0.653; C -0.596; C 0.638; C -0.913; H 0.293; H 0.144; H 0.413; H 0.415; H 0.386; H 0.344; H -0.486; H 0.557; H 0.333; H 0.426; H 0.353; H 0.389; H 0.340; H 0.392; H 0.362; H -0.995; H 0.433; H -0.050; H 0.372; H 0.631; C -1.263; C -0.606; C -0.746; C -1.125; N 0.535; C 0.026; C -0.672; C -0.231; C -0.707; C -0.975; H 0.386; H 0.344; H 0.343; H 0.377; H 0.372; H 0.484; H 0.469; H 0.434; H 0.558; H -0.394; H 0.572; H 0.322; H 0.384; H -0.200; H 0.510; H 0.410; H 0.312; H 0.407; H 0.273; H 0.314; C -0.731; O 0.029; H 0.348; H 0.193; H 0.147; Cl -0.127; C -0.283; C 0.000; Cl -0.096

---

Molecular formula: C4H5F2NO
Method: DFT, the ωB97M-V functional and the def2-TZVPD basis

Geometry (Å):
C (0.353, 0.187, 1.689)
C (-1.657, 1.032, -0.679)
C (0.696, 0.948, -0.399)
C (0.205, -1.579, -0.023)
N (0.458, -0.240, 0.466)
O (-0.494, 1.567, -0.893)
F (0.214, -0.969, 2.490)
F (-2.535, 2.001, -0.883)
H (1.077, 1.763, 0.067)
H (1.165, 0.754, -1.406)
H (-0.656, -1.636, -0.586)
H (0.989, -1.759, -0.769)
H (0.185, -2.069, 0.925)

Computed properties:
Total charge: 0
HOMO, hartree: -0.36219
Maximum force, eV Å⁻¹: 5.0

Let us look at the Mulliken charges, expressed in e, one per atom: C -0.350; C -0.031; C -0.276; C -0.794; N 0.363; O -0.135; F -0.220; F -0.134; H 0.320; H 0.268; H 0.333; H 0.284; H 0.371

---

Molecular formula: C4H7N2S
Method: DFT, the ωB97M-V functional and the def2-TZVPD basis

Geometry (Å):
C (-0.694, 0.958, 1.148)
C (0.877, 0.302, -0.471)
C (-1.341, -0.376, 1.550)
C (1.999, -0.091, -1.225)
N (0.458, 0.887, 0.497)
N (-1.043, -0.812, -1.093)
S (-1.909, -0.034, -0.102)
H (-1.003, 1.839, 1.686)
H (-0.809, -1.382, 1.917)
H (-2.184, -0.189, 2.300)
H (2.618, 0.868, -1.077)
H (1.704, -0.281, -2.294)
H (2.528, -0.975, -0.758)
H (-1.201, -0.715, -2.079)

Computed properties:
Total charge: +1
HOMO, hartree: -0.51548
Maximum force, eV Å⁻¹: 3.1

Let us look at the Mulliken charges, expressed in e, one per atom: C -0.189; C 0.538; C -0.487; C -0.812; N -0.177; N -0.513; S 0.279; H 0.493; H 0.314; H 0.336; H 0.325; H 0.309; H 0.287; H 0.296

---

Molecular formula: C22H25FN4O2
Method: DFT, the ωB97M-V functional and the def2-TZVPD basis

Geometry (Å):
C (3.337, -1.763, -4.185)
O (2.692, -0.579, -3.785)
C (2.653, -0.291, -2.446)
C (3.265, -1.038, -1.448)
C (3.149, -0.660, -0.125)
C (2.410, 0.461, 0.262)
N (2.381, 0.833, 1.607)
C (2.108, -0.171, 2.612)
C (0.600, -0.313, 2.836)
N (0.043, 0.963, 3.259)
C (-1.331, 0.841, 3.714)
C (-2.278, 0.570, 2.595)
N (-2.341, -0.493, 1.853)
C (-3.293, -0.174, 0.928)
C (-3.678, -1.084, -0.178)
C (-2.583, -1.054, -1.216)
C (-2.649, -0.167, -2.283)
C (-1.641, -0.131, -3.230)
C (-0.550, -0.976, -3.130)
C (-0.489, -1.837, -2.051)
F (0.567, -2.674, -1.937)
C (-1.481, -1.889, -1.091)
N (-3.783, 1.020, 1.100)
O (-3.127, 1.521, 2.185)
C (0.258, 1.981, 2.229)
C (-0.283, 3.343, 2.652)
C (1.779, 2.081, 2.006)
C (1.809, 1.207, -0.755)
C (1.934, 0.842, -2.079)
H (3.204, -1.823, -5.265)
H (2.886, -2.642, -3.713)
H (4.407, -1.736, -3.956)
H (3.840, -1.919, -1.685)
H (3.663, -1.248, 0.619)
H (2.518, -1.135, 2.317)
H (2.582, 0.146, 3.546)
H (0.415, -1.045, 3.625)
H (0.129, -0.676, 1.908)
H (-1.632, 1.761, 4.217)
H (-1.374, 0.014, 4.426)
H (-4.621, -0.740, -0.602)
H (-3.789, -2.093, 0.221)
H (-3.498, 0.495, -2.370)
H (-1.707, 0.559, -4.058)
H (0.242, -0.965, -3.861)
H (-1.393, -2.572, -0.260)
H (-0.217, 1.676, 1.277)
H (-1.368, 3.373, 2.627)
H (0.059, 3.581, 3.657)
H (0.088, 4.106, 1.972)
H (2.008, 2.851, 1.270)
H (2.236, 2.371, 2.958)
H (1.226, 2.086, -0.528)
H (1.462, 1.428, -2.852)

Computed properties:
SMILES: COc1ccc(N2CCN(Cc3nc(Cc4cccc(F)c4)no3)[C@@H](C)C2)cc1
Total charge: 0
HOMO, hartree: -0.26553
Maximum force, eV Å⁻¹: 1.2

Let us look at the Mulliken charges, expressed in e, one per atom: C -0.892; O -0.505; C 0.454; C -0.812; C -0.633; C 0.721; N 0.151; C -1.375; C -0.255; N -0.059; C -1.474; C 0.861; N -0.383; C 0.924; C -1.408; C 0.552; C -0.535; C -0.638; C -0.434; C 0.304; F -0.386; C -0.312; N -0.668; O -0.121; C 1.449; C -1.973; C -1.835; C 0.020; C -0.713; H 0.255; H 0.304; H 0.382; H 0.414; H 0.445; H 0.464; H 0.375; H 0.523; H 0.154; H 0.437; H 0.576; H 0.438; H 0.383; H 0.418; H 0.436; H 0.526; H 0.324; H 0.191; H 0.339; H 0.387; H 0.512; H 0.542; H 0.385; H 0.327; H 0.435

---

Molecular formula: C9H14
Method: DFT, the ωB97M-V functional and the def2-TZVPD basis

Geometry (Å):
C (1.601, 1.339, 2.514)
C (1.295, 1.425, 1.055)
C (2.052, 0.892, 0.049)
C (1.549, 0.794, -1.247)
C (0.282, 1.279, -1.480)
C (-0.508, 1.873, -0.486)
C (0.015, 1.954, 0.791)
H (2.183, 0.487, 2.987)
H (0.730, 1.510, 3.125)
H (2.434, 1.952, 2.931)
H (3.031, 0.491, 0.374)
H (2.087, 0.279, -2.033)
H (-0.183, 1.287, -2.455)
H (-1.481, 2.214, -0.777)
H (-0.595, 2.570, 1.453)
C (-1.671, -1.883, -0.533)
C (-1.890, -3.225, -1.217)
H (-1.390, -1.971, 0.513)
H (-1.061, -1.202, -1.122)
H (-2.627, -1.347, -0.404)
H (-2.426, -3.128, -2.150)
H (-2.504, -3.857, -0.557)
H (-0.923, -3.733, -1.331)

Computed properties:
SMILES: Cc1ccccc1.CC
Total charge: 0
HOMO, hartree: -0.32677
Maximum force, eV Å⁻¹: 3.5

Let us look at the Mulliken charges, expressed in e, one per atom: C -1.359; C 0.759; C -0.218; C -0.550; C -0.432; C -0.595; C -0.385; H 0.323; H 0.322; H 0.319; H 0.346; H 0.373; H 0.358; H 0.415; H 0.310; C -0.674; C -0.906; H 0.330; H 0.131; H 0.293; H 0.288; H 0.273; H 0.281

---

| no. | DFT total energy (Eh) |
| --- | --- |
| 1 | -4636.274835 |
| 2 | -5787.461007 |
| 3 | -484.969286 |
| 4 | -663.922846 |
| 5 | -1322.668246 |
| 6 | -351.292935 |